(1)
ORCA calculation (wB97M-V/def2-TZVPD) on one molecule with the formula CH4NOPS2.

Values from the calculation:
**Net charge**: 0
**Orbital gap**: 8.822 eV
**E_HOMO**: -0.3366 Eh
**LUMO level**: -0.34 eV
**Energy relative to the best compared isomer or geometry (same formula, charge and spin)**: 15.93 kcal/mol
**SMILES**: N[P@@](=S)(S)C=O

The geometry in XYZ format:
```
10
Properties=species:S:1:pos:R:3:nbo_charge:R:1
N -0.068 -0.416 1.174 -1.121
P -1.073 -0.123 -0.163 1.095
S -2.909 -0.847 -0.171 -0.506
S -1.029 1.964 -0.510 -0.326
C 0.200 -0.754 -1.557 0.221
O 1.367 -0.959 -1.489 -0.458
H -0.276 -0.012 2.022 0.393
H 0.798 -0.095 0.985 0.381
H -2.282 2.190 0.118 0.191
H -0.388 -1.191 -2.285 0.129
```

---

(2)
ORCA calculation (wB97M-V/def2-TZVPD) on a 15-piece molecular cluster, C66H177N15O18 overall.

Values from the calculation:
**Net charge**: 0
**Orbital gap**: 8.846 eV
**E_HOMO**: -0.3209 Eh
**LUMO level**: 0.11 eV
**Energy relative to the best compared isomer or geometry (same formula, charge and spin)**: 76.76 kcal/mol

The geometry in XYZ format:
```
276
Properties=species:S:1:pos:R:3:mulliken_charge:R:1
C -8.434 -4.795 4.692 -0.682
O -7.630 -4.977 3.471 -0.381
C -6.564 -4.139 3.410 -0.503
C -5.892 -3.963 2.025 -0.778
N -5.381 -5.191 1.466 -0.086
C -4.579 -4.924 0.245 -0.652
C -4.299 -6.274 -0.463 -0.446
O -5.472 -6.764 -1.198 -0.360
C -5.273 -8.127 -1.579 -0.698
H -7.777 -5.064 5.518 0.260
H -9.343 -5.395 4.733 0.266
H -8.785 -3.772 4.832 0.295
H -5.817 -4.471 4.131 0.265
H -6.786 -3.105 3.672 0.395
H -5.043 -3.289 2.140 0.314
H -6.641 -3.540 1.356 0.460
H -6.103 -5.894 1.400 0.245
H -3.631 -4.475 0.543 0.361
H -5.059 -4.274 -0.487 0.310
H -4.040 -7.054 0.253 0.160
H -3.440 -6.130 -1.119 0.469
H -4.420 -8.237 -2.249 0.294
H -6.110 -8.480 -2.183 0.290
H -5.127 -8.841 -0.768 0.248
C -4.113 3.149 10.422 -0.819
O -3.410 2.935 9.201 -0.177
C -2.837 4.153 8.733 -0.574
C -2.072 3.850 7.452 -0.465
N -1.510 4.997 6.712 -0.457
C -1.063 4.532 5.374 -0.542
C -2.164 4.477 4.286 -0.302
O -2.543 5.736 3.753 -0.378
C -1.567 6.375 2.895 -0.761
H -4.526 2.186 10.723 0.222
H -4.942 3.857 10.453 0.315
H -3.408 3.531 11.161 0.340
H -2.080 4.550 9.411 0.318
H -3.652 4.843 8.513 0.354
H -2.732 3.255 6.821 0.239
H -1.154 3.315 7.694 0.274
H -2.316 5.577 6.529 0.279
H -0.387 3.684 5.265 0.406
H -0.420 5.361 5.078 0.298
H -3.123 4.128 4.669 0.181
H -1.917 3.746 3.516 0.342
H -1.419 5.792 1.985 0.310
H -0.551 6.428 3.285 0.283
H -1.838 7.344 2.476 0.308
C 5.686 -1.080 -6.002 -0.684
O 6.330 -0.819 -7.291 -0.341
C 7.618 -0.240 -7.169 -0.273
C 8.305 -0.173 -8.500 -0.847
N 7.510 0.761 -9.370 -0.205
C 7.959 0.788 -10.734 -0.735
C 6.900 1.682 -11.479 -0.502
O 5.729 0.926 -11.529 -0.305
C 4.646 1.546 -12.238 -0.785
H 4.781 -1.669 -6.155 0.259
H 5.542 -0.154 -5.446 0.267
H 6.273 -1.707 -5.331 0.275
H 8.222 -0.821 -6.472 0.440
H 7.408 0.745 -6.752 0.128
H 8.496 -1.127 -8.992 0.354
H 9.224 0.403 -8.396 0.367
H 6.605 0.334 -9.231 0.260
H 8.014 -0.190 -11.212 0.350
H 8.950 1.241 -10.747 0.416
H 7.347 1.892 -12.451 0.428
H 6.803 2.705 -11.115 0.275
H 3.710 0.995 -12.142 0.258
H 4.720 1.702 -13.314 0.314
H 4.402 2.508 -11.787 0.295
C 4.473 1.104 7.154 -1.461
C 3.293 0.225 7.442 0.640
C 2.847 0.182 8.941 -0.969
O 1.818 -0.823 9.229 -0.283
C 1.230 -0.770 10.558 -0.701
N 2.201 0.619 6.622 -0.647
H 5.274 0.643 7.732 0.422
H 4.374 2.105 7.574 0.293
H 4.920 1.079 6.161 0.371
H 3.483 -0.801 7.127 0.339
H 2.395 1.147 9.169 0.357
H 3.737 0.077 9.562 0.397
H 0.617 0.116 10.722 0.293
H 2.098 -0.758 11.217 0.347
H 0.586 -1.641 10.679 0.180
H 2.434 0.202 5.732 0.203
H 1.383 0.096 6.901 0.222
C -8.126 2.155 4.206 -1.485
C -7.399 3.386 3.688 0.688
C -6.937 3.325 2.226 -0.730
O -5.983 2.259 2.180 -0.152
C -5.384 2.159 0.896 -0.862
N -8.193 4.564 4.013 -0.724
H -9.037 2.024 3.622 0.344
H -8.316 2.170 5.279 0.422
H -7.447 1.313 4.071 0.269
H -6.523 3.383 4.336 0.081
H -6.409 4.237 1.949 0.410
H -7.816 3.148 1.606 0.336
H -4.697 1.313 0.896 0.241
H -4.890 3.095 0.635 0.301
H -6.124 1.839 0.162 0.333
H -9.096 4.617 3.563 0.252
H -8.461 4.553 4.987 0.274
C -5.647 1.050 -6.780 -1.226
C -5.889 -0.171 -5.917 0.376
C -4.787 -0.282 -4.764 -0.611
O -3.423 -0.102 -5.238 -0.272
C -2.445 -0.122 -4.240 -0.704
N -7.248 0.040 -5.446 -0.692
H -4.623 1.094 -7.151 0.284
H -5.694 1.984 -6.220 0.235
H -6.254 1.039 -7.685 0.364
H -5.815 -1.086 -6.504 0.290
H -4.928 -1.252 -4.287 0.333
H -4.931 0.444 -3.963 0.314
H -2.732 0.271 -3.264 0.289
H -1.607 0.482 -4.587 0.175
H -2.059 -1.137 -4.146 0.322
H -7.332 -0.617 -4.683 0.267
H -7.373 0.951 -5.029 0.263
C 0.058 -9.650 -1.559 -1.275
C 0.655 -8.612 -2.574 0.401
C 1.227 -7.304 -1.926 -0.584
O 1.523 -6.363 -2.884 -0.370
C 2.112 -5.162 -2.400 -0.700
N 1.648 -9.251 -3.406 -0.729
H -0.489 -9.213 -0.724 0.326
H 0.940 -10.092 -1.096 0.338
H -0.538 -10.409 -2.066 0.303
H -0.145 -8.384 -3.279 0.281
H 2.033 -7.450 -1.207 0.314
H 0.434 -6.857 -1.325 0.305
H 3.182 -5.251 -2.212 0.298
H 1.673 -5.000 -1.416 0.260
H 1.871 -4.256 -2.957 0.292
H 2.400 -9.560 -2.807 0.263
H 2.088 -8.606 -4.046 0.279
C -3.552 -1.034 6.745 -1.542
C -2.638 -1.604 7.783 0.426
C -3.235 -2.641 8.757 -0.831
O -3.738 -3.766 7.987 -0.165
C -4.258 -4.918 8.732 -0.816
N -1.430 -1.992 7.068 -0.542
H -4.371 -0.439 7.150 0.372
H -3.912 -1.784 6.040 0.247
H -3.053 -0.256 6.168 0.397
H -2.162 -0.817 8.367 0.481
H -3.917 -2.068 9.386 0.406
H -2.417 -2.916 9.423 0.330
H -4.390 -5.784 8.082 0.198
H -5.221 -4.706 9.197 0.296
H -3.510 -5.141 9.493 0.361
H -1.674 -2.853 6.599 0.158
H -0.706 -2.162 7.751 0.218
C 7.571 -1.411 2.332 -1.506
C 6.317 -1.924 1.620 0.584
C 6.727 -3.219 0.873 -0.714
O 7.219 -2.915 -0.402 -0.314
C 7.496 -4.081 -1.162 -0.620
N 5.256 -2.225 2.580 -0.630
H 7.373 -0.393 2.666 0.295
H 8.474 -1.264 1.738 0.338
H 7.796 -1.943 3.256 0.375
H 5.871 -1.123 1.031 0.267
H 5.848 -3.863 0.857 0.407
H 7.513 -3.741 1.419 0.348
H 8.022 -3.834 -2.085 0.266
H 6.616 -4.584 -1.564 0.172
H 8.122 -4.759 -0.583 0.310
H 5.455 -3.067 3.100 0.249
H 4.445 -2.458 2.025 0.174
C -0.562 -0.397 1.836 -1.376
C 0.365 -1.331 1.024 0.453
C 1.610 -0.649 0.503 -0.672
O 1.198 0.167 -0.593 -0.218
C 2.188 1.100 -0.984 -0.721
N 0.742 -2.394 1.960 -0.702
H -0.088 -0.209 2.799 0.350
H -1.548 -0.859 1.892 0.398
H -0.668 0.536 1.282 0.305
H -0.118 -1.781 0.157 0.357
H 2.333 -1.388 0.157 0.357
H 1.923 -0.014 1.332 0.211
H 2.226 1.794 -0.144 0.284
H 1.850 1.517 -1.932 0.221
H 3.142 0.610 -1.177 0.284
H 1.010 -2.028 2.863 0.224
H -0.086 -2.870 2.288 0.244
C -0.441 -7.386 4.719 -1.598
C -1.595 -6.989 3.810 0.437
C -2.640 -8.163 3.795 -0.602
O -2.049 -9.249 3.038 -0.251
C -2.843 -10.417 2.972 -0.773
N -2.138 -5.738 4.208 -0.430
H 0.348 -6.643 4.838 0.381
H 0.007 -8.314 4.363 0.362
H -0.781 -7.619 5.728 0.376
H -1.170 -6.772 2.830 0.255
H -3.646 -8.049 3.389 0.409
H -2.836 -8.400 4.840 0.347
H -3.755 -10.147 2.439 0.276
H -3.094 -10.911 3.910 0.283
H -2.209 -11.051 2.351 0.256
H -2.479 -5.850 5.152 0.206
H -3.042 -5.713 3.757 0.033
C 6.284 6.959 3.804 -1.467
C 6.827 5.543 3.618 0.648
C 6.422 4.926 2.259 -0.873
O 5.033 4.588 1.958 -0.342
C 4.441 3.513 2.746 -0.658
N 8.225 5.525 3.949 -0.687
H 5.194 6.959 3.822 0.315
H 6.688 7.611 3.031 0.371
H 6.735 7.405 4.690 0.431
H 6.393 4.985 4.449 0.209
H 7.005 4.005 2.224 0.330
H 6.861 5.481 1.429 0.352
H 3.356 3.407 2.715 0.312
H 4.602 3.773 3.792 0.277
H 4.810 2.531 2.449 0.225
H 8.347 5.627 4.946 0.272
H 8.571 6.341 3.465 0.279
C -6.584 6.648 -2.345 -1.354
C -5.927 6.750 -3.702 0.704
C -4.844 5.620 -4.004 -0.750
O -3.634 5.799 -3.258 -0.342
C -2.610 4.879 -3.427 -0.565
N -6.911 6.938 -4.719 -0.786
H -6.859 5.626 -2.082 0.296
H -7.457 7.293 -2.240 0.411
H -5.904 6.966 -1.555 0.298
H -5.315 7.649 -3.783 0.208
H -4.689 5.539 -5.080 0.326
H -5.247 4.647 -3.722 0.295
H -1.848 4.960 -2.652 0.237
H -2.161 5.039 -4.407 0.266
H -3.067 3.894 -3.331 0.230
H -7.528 7.641 -4.337 0.253
H -6.491 7.382 -5.522 0.273
C 0.277 3.693 -10.231 -1.385
C 0.115 2.312 -9.638 0.667
C -0.348 2.393 -8.135 -0.726
O 0.595 3.061 -7.329 -0.314
C 1.893 2.493 -7.231 -0.719
N -0.935 1.573 -10.379 -0.748
H 0.405 3.601 -11.309 0.388
H 1.102 4.274 -9.819 0.275
H -0.654 4.249 -10.123 0.325
H 1.072 1.800 -9.735 0.210
H -0.563 1.402 -7.736 0.372
H -1.281 2.947 -8.031 0.316
H 2.445 3.169 -6.578 0.247
H 2.545 2.355 -8.093 0.248
H 1.819 1.518 -6.748 0.329
H -1.313 0.804 -9.844 0.247
H -0.499 1.175 -11.198 0.263
C 5.000 5.819 -7.640 -1.250
C 6.386 6.047 -7.068 0.531
C 6.548 5.209 -5.786 -0.596
O 5.644 5.707 -4.751 -0.325
C 5.727 4.972 -3.549 -0.736
N 7.394 5.586 -8.047 -0.707
H 4.267 5.905 -6.838 0.329
H 4.893 4.896 -8.209 0.253
H 4.771 6.604 -8.360 0.358
H 6.592 7.103 -6.893 0.279
H 7.585 5.381 -5.497 0.329
H 6.495 4.139 -5.986 0.226
H 4.877 5.233 -2.919 0.269
H 6.555 5.183 -2.873 0.286
H 5.555 3.926 -3.802 0.293
H 7.063 4.755 -8.516 0.187
H 8.175 5.174 -7.557 0.270
```

---

(3)
ORCA calculation (wB97M-V/def2-TZVPD) on C37H25F5InN8O4SSe as an isolated structure.

Values from the calculation:
**Net charge**: -1
**Orbital gap (spin up / spin down)**: 3.237 / 3.177 eV
**E_HOMO (spin up / spin down)**: -0.1083 / -0.1068 Eh
**LUMO level (spin up / spin down)**: 0.29 / 0.27 eV

The geometry in XYZ format:
```
82
Properties=species:S:1:pos:R:3:mulliken_charge:R:1
In 0.815 -1.378 -0.633 4.234
C -3.983 5.844 2.136 -0.888
O -3.188 5.887 0.959 -0.454
C -1.837 5.762 1.136 0.748
C -1.152 5.962 2.336 -0.525
C 0.237 5.796 2.386 -0.602
C 0.954 5.421 1.244 0.163
C 0.264 5.254 0.040 0.028
C -1.121 5.423 -0.013 -0.606
N 2.351 5.217 1.284 -0.909
N 2.658 4.179 1.925 -0.449
C 2.573 3.005 1.124 -0.001
C 3.364 2.882 -0.012 -0.732
C 3.228 1.769 -0.833 -0.389
C 2.316 0.721 -0.579 0.131
O 2.247 -0.250 -1.418 -0.990
C 1.530 0.832 0.617 -0.279
N 0.629 -0.129 0.964 -0.286
C -0.097 -0.025 2.091 1.165
C 0.002 1.028 2.964 -2.139
C 0.901 2.031 2.641 -0.570
C 1.679 1.965 1.463 0.398
H -5.031 5.779 1.829 0.249
H -3.864 6.762 2.720 0.332
H -3.758 4.959 2.742 0.356
H -1.667 6.246 3.247 0.326
H 0.768 5.939 3.323 0.455
H 0.805 4.952 -0.854 0.351
H -1.644 5.260 -0.952 0.545
H 4.071 3.659 -0.278 0.453
H 3.847 1.703 -1.728 0.447
H -0.780 -0.849 2.267 0.191
H -0.599 1.072 3.862 0.443
H 0.997 2.876 3.316 0.525
Se -6.518 -0.693 1.394 0.244
N -5.279 -1.990 1.448 -0.968
C -4.104 -1.572 0.946 0.854
C -2.951 -2.368 0.858 0.534
C -2.925 -3.700 1.296 -0.603
C -1.749 -4.445 1.184 -1.364
C -0.609 -3.854 0.635 0.013
N -0.644 -2.562 0.213 -0.238
C -1.773 -1.804 0.307 -0.513
C -1.772 -0.468 -0.142 0.184
N -0.643 0.079 -0.672 -0.333
C -0.606 1.364 -1.114 -0.795
C -1.745 2.168 -1.033 -0.540
C -2.921 1.643 -0.495 -0.975
C -2.949 0.316 -0.042 0.500
C -4.103 -0.265 0.508 0.900
N -5.277 0.373 0.655 -0.937
H -3.805 -4.165 1.723 0.519
H -1.721 -5.473 1.520 0.463
H 0.306 -4.424 0.545 0.542
H 0.310 1.763 -1.530 0.486
H -1.715 3.191 -1.385 0.658
H -3.801 2.272 -0.435 0.547
N 1.749 -1.626 1.279 -0.618
C 2.917 -2.210 1.873 -0.743
C 3.086 -3.598 1.290 -0.636
C 3.113 -3.551 -0.242 0.458
O 3.990 -4.302 -0.768 -0.766
O 2.248 -2.814 -0.798 -0.640
H 1.488 -0.308 1.674 0.392
H 0.726 -1.767 1.934 0.270
H 2.818 -2.255 2.962 0.355
H 3.791 -1.593 1.640 0.341
H 2.261 -4.253 1.594 0.161
H 4.013 -4.043 1.670 0.347
F 1.781 -6.518 -7.096 -0.307
C 1.617 -5.680 -6.060 0.400
C 2.560 -4.694 -5.812 0.326
F 3.632 -4.585 -6.613 -0.315
C 2.397 -3.821 -4.739 -0.114
F 3.342 -2.885 -4.546 -0.253
C 1.277 -3.932 -3.899 0.191
S 1.070 -2.854 -2.569 -0.251
C 0.331 -4.936 -4.164 -0.054
F -0.765 -5.099 -3.401 -0.268
C 0.506 -5.801 -5.240 0.272
F -0.400 -6.760 -5.490 -0.320
H -0.065 -1.055 -2.178 -0.131
```

---

(4)
ORCA calculation (wB97M-V/def2-TZVPD) on a 5-piece molecular cluster, C31H63BrF6N4O16S2 overall.

Values from the calculation:
**Net charge**: 0
**Orbital gap**: 6.904 eV
**E_HOMO**: -0.3110 Eh
**LUMO level**: -1.56 eV
**SMILES**: O=C(Br)C[C@@]1(S(=O)(=O)C(F)(F)F)OC(=O)O[C@H]1S(=O)(=O)C(F)(F)F.COCCNCCOC.COCCNCCOC.COCCNCCOC.COCCNCCOC

The geometry in XYZ format:
```
123
Properties=species:S:1:pos:R:3:mulliken_charge:R:1
O -0.708 0.598 1.173 -0.528
C -0.340 -0.602 0.713 0.195
Br -1.130 -1.244 -1.056 -0.086
C 0.684 -1.556 1.564 -0.301
C 2.275 -1.329 1.257 0.599
S 3.464 -1.382 2.715 1.233
O 4.617 -0.366 2.511 -0.522
O 3.978 -2.862 2.807 -0.623
C 2.659 -1.002 4.376 0.651
F 1.658 0.090 4.334 -0.168
F 2.068 -2.281 4.899 -0.216
F 3.773 -0.617 5.311 -0.203
O 2.611 -2.594 0.521 -0.369
C 2.422 -2.306 -0.940 0.355
O 2.460 -3.322 -1.811 -0.496
O 2.248 -0.836 -1.188 -0.262
C 2.765 -0.284 0.095 -0.661
S 2.722 1.563 0.392 1.134
O 2.291 1.973 1.842 -0.499
O 4.214 2.060 0.260 -0.615
C 1.745 2.548 -0.874 0.595
F 0.386 2.922 -0.361 -0.182
F 1.672 1.916 -2.211 -0.196
F 2.471 3.858 -1.080 -0.202
H 0.412 -2.681 1.270 0.301
H 0.434 -1.486 2.727 0.425
H 3.925 -0.549 0.001 0.612
C -4.126 9.051 0.835 -0.713
O -2.736 8.974 0.545 -0.329
C -1.954 8.447 1.625 -0.830
C -1.458 7.028 1.302 -0.114
N -2.561 6.059 1.312 -0.347
C -2.239 4.766 0.700 -0.817
C -1.768 4.756 -0.771 -0.210
O -2.783 5.102 -1.718 -0.479
C -3.018 6.497 -1.845 -0.509
H -4.596 9.671 0.066 0.232
H -4.589 8.067 0.795 0.305
H -4.309 9.512 1.811 0.332
H -2.490 8.479 2.578 0.402
H -1.079 9.098 1.715 0.394
H -0.713 6.725 2.046 0.387
H -0.970 7.065 0.327 0.135
H -3.357 6.453 0.816 0.135
H -3.149 4.159 0.763 0.350
H -1.486 4.264 1.320 0.424
H -1.487 3.723 -1.009 0.247
H -0.864 5.351 -0.933 0.300
H -2.105 7.087 -1.739 0.262
H -3.772 6.809 -1.122 0.138
H -3.433 6.684 -2.840 0.319
C -3.296 -8.514 -0.531 -0.717
O -4.521 -7.815 -0.701 -0.302
C -5.122 -7.403 0.533 -0.813
C -5.007 -5.881 0.719 -0.144
N -3.621 -5.475 0.981 -0.311
C -3.371 -4.037 0.842 -0.662
C -3.686 -3.374 -0.516 -0.668
O -2.812 -3.763 -1.580 -0.355
C -3.123 -5.018 -2.167 -0.280
H -3.042 -8.986 -1.485 0.233
H -2.488 -7.832 -0.274 0.299
H -3.381 -9.297 0.230 0.335
H -4.716 -7.944 1.393 0.393
H -6.184 -7.654 0.456 0.392
H -5.634 -5.568 1.560 0.397
H -5.395 -5.410 -0.187 0.136
H -3.002 -5.966 0.340 0.081
H -2.306 -3.887 1.048 0.355
H -3.919 -3.510 1.633 0.371
H -3.528 -2.296 -0.390 0.489
H -4.734 -3.484 -0.812 0.334
H -4.198 -5.207 -2.208 0.236
H -2.606 -5.813 -1.628 0.159
H -2.736 -5.022 -3.190 0.058
C -0.331 -2.586 -8.472 -0.688
O -1.558 -2.804 -9.157 -0.327
C -1.668 -4.113 -9.732 -0.797
C -2.678 -4.971 -8.952 -0.172
N -2.163 -5.336 -7.627 -0.324
C -3.174 -5.863 -6.705 -0.676
C -4.394 -4.974 -6.381 -0.560
O -4.091 -3.817 -5.597 -0.387
C -3.547 -2.732 -6.335 -0.507
H -0.238 -1.513 -8.280 0.230
H -0.324 -3.096 -7.510 0.282
H 0.527 -2.906 -9.071 0.330
H -0.698 -4.611 -9.817 0.393
H -2.057 -3.971 -10.744 0.393
H -2.889 -5.887 -9.515 0.393
H -3.605 -4.398 -8.875 0.148
H -1.739 -4.518 -7.196 0.066
H -2.655 -6.073 -5.764 0.367
H -3.527 -6.828 -7.089 0.387
H -5.072 -5.575 -5.763 0.366
H -4.972 -4.702 -7.270 0.383
H -3.974 -2.651 -7.337 0.297
H -2.462 -2.825 -6.378 0.099
H -3.767 -1.807 -5.794 0.319
C 8.075 3.376 8.849 -0.700
O 8.438 3.909 7.582 -0.328
C 8.724 2.906 6.599 -0.785
C 7.606 2.835 5.545 -0.217
N 6.372 2.273 6.108 -0.262
C 5.179 2.475 5.280 -0.465
C 4.780 3.923 4.921 -0.505
O 4.305 4.695 6.027 -0.446
C 5.329 5.225 6.858 -0.480
H 8.110 4.189 9.579 0.232
H 7.058 2.989 8.834 0.291
H 8.770 2.593 9.170 0.330
H 8.914 1.927 7.049 0.393
H 9.642 3.222 6.096 0.395
H 7.933 2.208 4.709 0.385
H 7.446 3.848 5.169 0.155
H 6.199 2.693 7.018 0.068
H 4.344 2.024 5.826 0.277
H 5.295 1.896 4.355 0.281
H 3.934 3.859 4.227 0.301
H 5.565 4.459 4.379 0.356
H 6.218 5.516 6.293 0.269
H 5.579 4.506 7.637 0.118
H 4.936 6.115 7.358 0.321
```